1.
{
  "formula": "C42H26IN6O6Pb",
  "method": "wB97M-V/def2-TZVPD",
  "energy_ev": -78549.873,
  "total_charge": -1,
  "homo_lumo_gap_ev": 6.512,
  "species": ["Pb", "O", "C", "N", "C", "C", "C", "C", "C", "C", "N", "C", "O", "C", "C", "C", "C", "C", "N", "C", "C", "C", "C", "C", "N", "H", "H", "H", "H", "H", "H", "H", "H", "H", "H", "H", "H", "I", "C", "C", "C", "C", "C", "C", "C", "C", "C", "C", "H", "H", "H", "H", "H", "H", "N", "C", "C", "C", "C", "C", "C", "C", "H", "H", "H", "H", "O", "C", "O", "C", "C", "C", "C", "C", "C", "N", "O", "O", "H", "H", "H", "H"],
  "xyz": [[-0.46927, -0.71892, -0.06617], [-4.22481, 1.45149, -1.37499], [-3.03186, 1.19891, -1.21163], [-2.55554, 0.03240, -0.73597], [-3.41987, -0.94998, -0.25591], [-4.59363, -0.68007, 0.45186], [-5.35288, -1.71056, 0.97097], [-4.93277, -3.02892, 0.82770], [-3.76577, -3.31380, 0.14731], [-3.00632, -2.28792, -0.42499], [-1.76036, -2.49960, -1.00575], [-1.46209, -3.66697, -1.59163], [-2.27027, -4.49120, -2.02372], [0.00339, -4.02572, -1.75863], [0.32894, -4.94939, -2.74932], [1.63605, -5.37717, -2.87232], [2.57520, -4.90729, -1.96663], [2.15971, -4.00691, -1.00266], [0.90807, -3.56343, -0.89992], [-2.03124, 2.24459, -1.63102], [-2.53073, 3.41181, -2.20589], [-1.64471, 4.37973, -2.63704], [-0.28607, 4.16220, -2.45022], [0.11034, 2.97871, -1.85253], [-0.73604, 2.03293, -1.46291], [-4.89151, 0.35006, 0.57936], [-6.27617, -1.48926, 1.49276], [-5.50944, -3.83439, 1.26648], [-3.41729, -4.33219, 0.04719], [-0.46249, -5.29321, -3.39977], [1.92133, -6.07527, -3.64945], [3.60807, -5.22654, -1.99934], [2.86795, -3.63302, -0.27420], [-3.60096, 3.51981, -2.29904], [-1.99849, 5.28772, -3.10881], [0.45025, 4.88759, -2.77025], [1.16634, 2.77992, -1.69689], [2.22822, -0.83781, 1.81110], [3.24795, -0.07321, 0.13101], [4.55106, 0.28251, 0.34913], [5.35675, 0.73059, -0.71117], [4.84213, 0.79223, -1.97126], [3.49697, 0.43928, -2.22729], [2.98974, 0.52627, -3.54283], [1.70012, 0.18400, -3.82167], [0.84882, -0.22154, -2.77913], [1.29148, -0.28180, -1.48687], [2.63996, 0.01104, -1.15754], [4.97044, 0.20711, 1.34275], [6.38402, 1.01119, -0.51668], [5.45977, 1.10097, -2.80658], [3.65473, 0.87160, -4.32599], [1.31333, 0.25965, -4.83018], [-0.18488, -0.45497, -3.00697], [-2.94007, -4.28654, 6.21282], [-2.55190, -3.72525, 5.28643], [-2.06580, -3.03619, 4.13106], [-1.16209, -3.67355, 3.27841], [-0.71903, -3.02317, 2.13850], [-1.15899, -1.73683, 1.87187], [-2.03749, -1.08866, 2.72111], [-2.50354, -1.74168, 3.85126], [-0.81407, -4.67029, 3.51702], [-0.03624, -3.52791, 1.46474], [-2.36639, -0.07927, 2.50391], [-3.20041, -1.25676, 4.52225], [-1.49073, 2.88765, 1.11028], [-0.36780, 2.43431, 1.28335], [0.03157, 1.22103, 1.23366], [0.76635, 3.40760, 1.62249], [1.96173, 3.29990, 0.91898], [3.00333, 4.19152, 1.13329], [2.88552, 5.16790, 2.10531], [1.71150, 5.23105, 2.84502], [0.64076, 4.38288, 2.59657], [1.60782, 6.21835, 3.91287], [0.62762, 6.18565, 4.63418], [2.50799, 7.03527, 4.03234], [2.06140, 2.50165, 0.19692], [3.91113, 4.11194, 0.54831], [3.67651, 5.87320, 2.31045], [-0.27431, 4.49298, 3.16068]],
  "mulliken_charge": [2.309, -0.781, 0.150, 0.366, -0.202, -0.435, -0.756, -0.764, -0.517, 0.269, 0.233, -0.190, -0.742, 0.638, -0.870, -0.322, -0.859, -0.282, 0.232, 0.230, -0.739, -0.619, -1.173, -0.337, 0.780, 0.494, 0.360, 0.393, 0.453, 0.504, 0.424, 0.401, 0.417, 0.557, 0.398, 0.483, 0.571, 0.143, 0.491, -0.547, -0.812, -0.970, 1.144, -1.077, -0.940, -0.641, -0.061, -0.043, 0.456, 0.404, 0.397, 0.366, 0.439, 0.556, -0.601, -0.109, 0.618, -0.966, -0.341, 0.554, -0.681, -0.824, 0.479, 0.306, 0.460, 0.449, -0.669, -0.034, -0.184, 0.082, 0.404, -1.095, -0.431, -0.201, -0.210, 0.988, -0.607, -0.634, 0.318, 0.486, 0.487, 0.575]
}



2.
{
  "formula": "C40H73F6I3N2O12PSi",
  "method": "wB97M-V/def2-TZVPD",
  "energy_ev": -127979.117,
  "total_charge": 1,
  "homo_lumo_gap_ev": 6.236,
  "species": ["C", "C", "C", "I", "N", "C", "Si", "C", "C", "C", "C", "P", "O", "I", "C", "C", "C", "C", "O", "C", "N", "C", "C", "C", "C", "C", "O", "C", "C", "I", "C", "C", "C", "C", "O", "C", "F", "F", "C", "F", "F", "C", "F", "F", "C", "O", "O", "H", "H", "H", "H", "H", "H", "H", "H", "H", "H", "H", "H", "H", "H", "H", "H", "H", "H", "H", "H", "H", "H", "H", "H", "H", "H", "H", "H", "H", "H", "H", "H", "H", "H", "H", "H", "H", "C", "C", "O", "H", "H", "H", "H", "H", "H", "C", "C", "O", "H", "H", "H", "H", "H", "H", "C", "C", "O", "H", "H", "H", "H", "H", "H", "C", "C", "O", "H", "H", "H", "H", "H", "H", "C", "C", "O", "H", "H", "H", "H", "H", "H", "C", "C", "O", "H", "H", "H", "H", "H", "H"],
  "xyz": [[-4.03345, -5.52899, 4.13635], [-2.92194, -4.50945, 3.76960], [-3.38936, -3.66777, 2.59489], [-5.10236, -2.51423, 3.35524], [-2.57258, -2.60068, 1.99305], [-3.06496, -2.08416, 0.79556], [-4.40057, -3.11448, -0.24364], [-5.98914, -2.28721, -0.73921], [-5.07817, -4.76951, 0.37809], [-3.32893, -3.75082, -1.66807], [-2.49352, -0.90970, 0.29124], [-3.26327, 0.16630, -1.04948], [-3.88365, -0.75804, -2.22714], [-5.15910, 1.12039, 0.22134], [-1.26350, -0.34619, 0.84216], [-0.36025, 0.65347, 0.28207], [-0.35303, 1.18897, -1.15334], [-0.90398, 2.58777, -1.45293], [-1.90573, 2.95216, -0.52926], [-1.24654, 2.82766, -2.91815], [-2.57459, 2.37170, -3.32989], [0.73785, 1.11266, 1.04840], [1.71923, 2.12022, 0.50726], [2.79295, 1.39692, -0.36136], [4.03960, 0.90617, 0.35259], [5.17754, 0.51682, -0.58043], [5.08013, -0.82244, -1.03274], [4.31001, -0.99524, -2.20313], [0.97360, 0.61971, 2.35726], [2.38429, 1.40372, 3.67886], [0.23893, -0.42787, 2.82036], [-0.83616, -0.95379, 2.07133], [-1.50628, -2.09642, 2.57948], [-0.88567, -2.73925, 3.82262], [-1.05422, -2.30971, 4.90573], [0.00277, -4.01693, 3.60007], [-0.31998, -4.59446, 2.42369], [-0.31852, -4.84229, 4.60396], [1.56368, -3.91134, 3.63285], [1.96631, -3.02277, 4.54201], [1.99394, -5.12373, 4.04009], [2.27116, -3.70322, 2.26762], [1.57572, -2.84937, 1.48734], [2.32051, -4.88038, 1.62128], [3.70828, -3.15461, 2.45595], [3.85916, -2.03622, 2.78191], [4.68879, -4.03621, 2.26820], [-4.75087, -5.66464, 3.33450], [-3.57897, -6.49902, 4.30969], [-4.53656, -5.25220, 5.05137], [-2.74074, -3.93920, 4.66752], [-2.07762, -5.12963, 3.51394], [-3.68742, -4.37179, 1.84369], [-6.36650, -1.71110, 0.09702], [-6.74160, -3.05152, -0.91669], [-5.95722, -1.66661, -1.62018], [-5.64951, -5.11234, -0.48471], [-4.34260, -5.55359, 0.53263], [-5.78914, -4.73272, 1.19388], [-2.50906, -3.05953, -1.85161], [-3.90731, -3.79799, -2.58428], [-2.88591, -4.71173, -1.42605], [-3.13667, -0.95392, -2.81659], [-0.64539, 0.44752, -1.88690], [0.68936, 1.30367, -1.40991], [-0.08414, 3.28778, -1.29556], [-2.49062, 3.60019, -0.93062], [-0.49491, 2.37605, -3.55982], [-1.15067, 3.90573, -3.06188], [-3.28197, 3.07436, -3.18358], [-2.59741, 2.07420, -4.29106], [2.16337, 2.70686, 1.29943], [1.23699, 2.81560, -0.15422], [3.06959, 2.01147, -1.21600], [2.30172, 0.51233, -0.75921], [4.37945, 1.59546, 1.11737], [3.78516, -0.00427, 0.88207], [5.21102, 1.22347, -1.40977], [6.09862, 0.57500, -0.01047], [4.39242, -0.14351, -2.87562], [4.67307, -1.86610, -2.73761], [3.26146, -1.17586, -1.96197], [0.49393, -0.80946, 3.78933], [4.67495, -4.38181, 1.36507], [3.23233, -1.14404, 7.62078], [2.95974, 0.05618, 8.50770], [3.18265, 1.28454, 7.82064], [4.25824, -1.11785, 7.25210], [3.07792, -2.07850, 8.16246], [2.56884, -1.13464, 6.75268], [3.63064, 0.06166, 9.36445], [1.93138, 0.02772, 8.88348], [2.59088, 1.30940, 7.06378], [6.54614, 5.57507, 0.83877], [5.60546, 4.38892, 0.75139], [5.57936, 3.81898, -0.55779], [6.25632, 6.34223, 0.12084], [6.53777, 6.00950, 1.83877], [7.56943, 5.27359, 0.60491], [4.58255, 4.69474, 0.96919], [5.89518, 3.62192, 1.47901], [6.47389, 3.53196, -0.76626], [-0.84925, 8.06067, -2.65663], [-0.97682, 6.74437, -1.91616], [-0.11226, 5.73942, -2.45497], [-1.07432, 7.92373, -3.71423], [-1.53057, 8.80701, -2.24765], [0.16914, 8.44870, -2.58238], [-1.98867, 6.35255, -2.00974], [-0.75713, 6.88031, -0.85205], [0.79255, 6.05884, -2.37987], [0.67581, -1.26886, -5.37222], [0.08883, -0.68380, -4.10606], [-1.32089, -0.94033, -4.00331], [0.17102, -0.85858, -6.24700], [1.74231, -1.04970, -5.44078], [0.54342, -2.35368, -5.39391], [0.20132, 0.39911, -4.09237], [0.59471, -1.09306, -3.22463], [-1.43784, -1.89733, -4.01062], [-8.47740, 4.99794, -0.60047], [-7.27777, 4.22045, -1.10601], [-6.05139, 4.80613, -0.65547], [-8.42842, 6.03254, -0.93940], [-9.40899, 4.55666, -0.95576], [-8.49768, 5.00951, 0.49178], [-7.24862, 4.22361, -2.19405], [-7.32199, 3.18080, -0.76651], [-6.06586, 4.79864, 0.30685], [4.67233, -3.62315, -6.40526], [4.29246, -2.19596, -6.75030], [4.30298, -1.34584, -5.60096], [3.99067, -4.02707, -5.65573], [4.63960, -4.26176, -7.28821], [5.68188, -3.66465, -5.99028], [3.27987, -2.15434, -7.14873], [4.97140, -1.79230, -7.50701], [5.19536, -1.35343, -5.24159]],
  "mulliken_charge": [-1.386, -0.603, -0.663, 0.239, 0.341, 0.268, 0.417, -1.058, -1.491, -1.078, 0.590, 0.654, -0.424, -0.270, -0.602, 1.382, -1.648, 0.733, -0.431, -1.250, -0.328, 0.721, -2.159, -0.224, 0.252, -0.900, -0.534, -0.555, 0.233, 0.087, -1.502, 0.317, 1.548, -1.097, -0.391, 1.012, -0.278, -0.310, 0.351, -0.198, -0.329, 1.189, -0.154, -0.346, -0.221, -0.314, -0.477, 0.345, 0.429, 0.374, 0.563, 0.210, 0.239, 0.292, 0.481, 0.323, 0.503, 0.418, 0.331, 0.068, 0.402, 0.438, 0.268, 0.149, 0.462, -0.014, 0.474, 0.301, 0.332, 0.216, 0.236, 0.952, -0.462, 0.517, 0.176, 0.284, -0.273, 0.463, 0.386, 0.290, 0.375, 0.085, 0.925, 0.377, -0.538, -0.326, -0.496, 0.276, 0.368, -0.093, 0.312, 0.252, 0.239, -1.282, -0.012, -0.464, 0.315, 0.366, 0.373, 0.234, 0.212, 0.282, -1.212, -0.036, -0.479, 0.309, 0.361, 0.331, 0.217, 0.278, 0.267, -1.267, 0.082, -0.437, 0.305, 0.265, 0.429, -0.057, 0.255, 0.307, -1.076, -0.031, -0.438, 0.269, 0.340, 0.324, 0.273, 0.040, 0.277, -1.056, -0.257, -0.444, 0.254, 0.372, 0.318, 0.276, 0.299, 0.279]
}



3.
{
  "formula": "C5H18Si3",
  "method": "wB97M-V/def2-TZVPD",
  "energy_ev": -29104.011,
  "spin_multiplicity": 3,
  "s2": 2.005,
  "homo_lumo_gap_ev": [6.105, 8.596],
  "species": ["C", "C", "C", "C", "C", "Si", "Si", "Si", "H", "H", "H", "H", "H", "H", "H", "H", "H", "H", "H", "H", "H", "H", "H", "H", "H", "H"],
  "xyz": [[-2.37367, -2.40905, -0.50275], [-5.41371, -1.29312, -0.45099], [0.76581, 0.73268, 1.81598], [3.68163, 0.63729, 0.82018], [1.63000, 2.81447, 0.13253], [1.21676, -0.24151, -1.57045], [-3.74575, -1.32905, -1.02842], [1.88678, 0.92048, 0.28912], [-2.77851, -3.20114, 0.12277], [-1.95494, -2.96973, -1.38569], [-1.56875, -1.73065, -0.12202], [-5.68701, -2.15421, 0.03859], [2.01827, 0.19515, -2.67284], [-6.20263, -0.71369, -1.03941], [0.64167, -0.38479, 2.00137], [1.12900, 1.04412, 2.90847], [-0.24370, 1.05482, 1.70171], [4.06135, -0.34390, 0.63362], [4.21071, 1.44640, 0.20435], [3.79023, 0.93549, 1.87232], [1.11878, 2.91195, -0.84071], [0.95824, 3.21715, 0.87484], [2.46929, 3.61836, 0.09431], [-0.16843, -0.44509, -1.86141], [1.50518, -1.64224, -1.18555], [-3.66359, -0.66090, -2.25580]],
  "mulliken_charge": [-0.552, -0.652, -1.173, -0.987, -1.132, 0.552, 0.112, 0.391, 0.359, 0.249, -0.047, 0.338, -0.189, 0.267, 0.312, 0.289, 0.410, 0.327, 0.276, 0.290, 0.305, 0.331, 0.327, -0.174, -0.147, -0.082]
}